12
Properties=species:S:1:pos:R:3 method="wB97M-V/def2-TZVPD" gap_ev=10.622 de_lowest_kcal_mol=140.5 e_homo_ha=-0.367 fmax_ha_per_bohr=0.121 smiles="O=C1O[C@H]2C=NN[C@H]12"
C 0.39642 -1.32591 1.33238
C -0.77196 0.20092 0.32857
C -0.61662 1.50872 -0.36952
C 0.60406 -0.41299 0.02801
H -1.61537 -0.29626 -0.27606
H -1.24261 2.45915 -0.36390
H 1.18748 -0.52187 -2.14748
H 1.44160 0.26421 0.57132
N 0.01068 1.11909 -1.43702
N 0.37236 -0.40820 -1.33799
O 0.82487 -2.24017 1.89616
O -0.59091 -0.34668 1.77552

***

93
Properties=species:S:1:pos:R:3 method="wB97M-V/def2-TZVPD" gap_ev="3.459 / 6.433" e_homo_ha="-0.041 / -0.149" charge=-1 fmax_ha_per_bohr=0.039
P 0.14126 -0.50455 -1.96341
C 1.72771 0.06929 -2.86465
C 2.01179 -0.45764 -4.27725
C 3.39803 -0.00422 -4.76349
C 3.62817 1.50111 -4.62023
C 3.28520 2.01016 -3.21686
C 1.87267 1.59350 -2.79614
C -1.29778 0.34523 -2.86981
C -1.20631 0.42674 -4.39619
C -2.51754 0.96803 -4.98712
C -2.90875 2.32087 -4.38567
C -2.90873 2.30050 -2.85522
C -1.61389 1.71694 -2.26032
C -0.04204 -2.22253 -2.69645
C 1.13781 -3.10931 -2.27905
C 1.09045 -4.42725 -3.07080
C -0.23900 -5.16647 -2.88371
C -1.45273 -4.26272 -3.12015
C -1.35594 -2.93655 -2.35323
H 2.47679 -0.37077 -2.18201
H 1.23774 -0.09615 -4.97287
H 1.97089 -1.55631 -4.31079
H 3.52079 -0.30527 -5.81027
H 4.15918 -0.53970 -4.17875
H 4.67640 1.72533 -4.84043
H 3.03191 2.04732 -5.36542
H 3.99962 1.59078 -2.49561
H 3.37184 3.10087 -3.17685
H 1.65965 1.95765 -1.77950
H 1.12969 2.04610 -3.47147
H -2.12912 -0.33396 -2.62311
H -3.31949 0.23846 -4.80208
H -0.98917 -0.55723 -4.83935
H -0.38022 1.09693 -4.68121
H -2.41328 1.06178 -6.07483
H -3.90245 2.60651 -4.74686
H -2.21953 3.09725 -4.74663
H -3.05607 3.31717 -2.47412
H -3.75792 1.69671 -2.50611
H -1.70537 1.63988 -1.16516
H -0.77783 2.40330 -2.46429
H -0.02371 -2.09908 -3.79468
H 2.10224 -2.61165 -2.45328
H 1.09079 -3.31548 -1.19561
H 1.22509 -4.19796 -4.13785
H 1.92804 -5.07303 -2.77819
H -0.28324 -5.54839 -1.85506
H -0.28469 -6.02918 -3.56038
H -2.37856 -4.78920 -2.85268
H -1.52475 -4.02523 -4.18973
H -2.23377 -2.32219 -2.59298
H -1.41125 -3.11849 -1.27086
Lu 0.22422 -0.28259 1.13396
Cl -1.92005 -1.23937 0.36922
Cl 2.64173 -0.48168 0.82094
C -0.52932 1.61966 2.06610
H -1.01741 1.45292 3.03633
C -0.50086 2.99342 1.79007
C -1.10236 3.95833 2.69180
C -1.12519 5.30397 2.36960
C -0.55668 5.79182 1.17023
C 0.03734 4.86954 0.28595
C 0.09947 3.50781 0.57214
H -1.57077 3.58372 3.61567
H -1.60374 6.02319 3.03864
H 0.45670 5.21891 -0.66212
H 0.56737 2.78580 -0.11023
H -0.58524 6.85347 0.92499
N 0.20674 -1.20254 3.11309
S -0.86023 -1.26655 4.33526
C -0.17169 -2.44370 5.51014
C 1.20099 -2.61412 5.64720
C 1.69958 -3.41277 6.68448
C 0.81892 -4.04133 7.57538
C -0.56373 -3.87733 7.42122
C -1.06529 -3.09052 6.38246
C -0.66781 0.21979 5.34420
C -1.82419 0.81968 5.86319
C -1.69769 1.92652 6.70474
C -0.42961 2.43340 7.01280
C 0.71619 1.82121 6.49078
C 0.59996 0.71850 5.64299
H 1.00825 -1.77551 3.36661
H 1.89581 -2.10814 4.97943
H 2.77793 -3.52113 6.77685
H 1.22162 -4.65601 8.38467
H -1.25861 -4.35831 8.11382
H -2.13332 -2.95022 6.24046
H -2.80004 0.41149 5.59997
H -2.59480 2.38211 7.12598
H -0.32654 3.29882 7.67023
H 1.71187 2.18395 6.74606
H 1.47988 0.24588 5.20351

***

13
Properties=species:S:1:pos:R:3 method="wB97M-V/def2-TZVPD" gap_ev=10.461 de_lowest_kcal_mol=39.2 e_homo_ha=-0.365 fmax_ha_per_bohr=0.077 smiles="NC(N)(O)C(=O)O"
C 1.15997 -0.11708 -0.39259
C -0.28037 0.13081 0.01613
N -1.13798 -1.06769 0.03652
N -0.22820 0.62734 1.42591
O 1.90969 -1.13762 -0.25058
O 1.69924 0.84659 -0.88563
O -0.84048 1.05667 -0.96548
H -1.23367 -1.40494 -0.97621
H -2.04786 -0.68206 0.26917
H 0.60259 1.25826 1.47839
H 1.54975 -2.01856 -0.00285
H -1.15000 0.99976 1.62542
H -0.00270 1.50850 -1.37821

***

63
Properties=species:S:1:pos:R:3 method="wB97M-V/def2-TZVPD" gap_ev=6.717 e_homo_ha=-0.403 charge=+1 fmax_ha_per_bohr=0.040
C 3.88844 1.79702 3.49508
C 2.34532 1.87717 3.58639
S 1.53409 0.69761 2.44364
C 2.26967 0.99875 0.77438
C 1.24319 0.63640 -0.26858
C 0.34443 1.60180 -0.65026
B 0.34831 3.05967 0.03346
O 1.01172 4.06057 -0.63363
O -0.30599 3.30092 1.20652
C -0.65967 1.40291 -1.66593
C -1.58333 2.55824 -2.03423
C -2.70940 2.72732 -0.98246
C -2.99929 3.93464 -0.37188
C -4.02893 3.97303 0.57232
C -4.74572 2.84093 0.90295
C -5.89156 2.84728 1.91773
C -4.45872 1.61804 0.27410
C -3.44895 1.57650 -0.67519
C -0.78703 0.18057 -2.29698
S -2.05301 -0.13622 -3.53659
C 0.14549 -0.83865 -1.90148
C 0.06777 -2.07624 -2.54640
N 0.85927 -3.08900 -2.23970
C 0.61470 -4.35030 -3.00539
C 1.83232 -2.99494 -1.27869
C 2.73429 -4.20465 -1.00474
Cl 4.48154 -3.74667 -1.06973
C 2.37531 -4.97035 0.31392
C 0.85864 -4.94124 0.66164
C 1.95085 -1.79847 -0.59932
O 2.93035 -1.77307 0.39958
C 2.49850 -2.21185 1.56124
N 2.12490 -2.57616 2.60485
C 1.12993 -0.64916 -0.89815
H 4.17061 0.74789 3.67003
H 4.23525 2.15329 2.51743
H 4.29473 2.40420 4.31852
H 1.99242 1.60457 4.59167
H 1.95329 2.87697 3.33597
H 3.24011 0.50412 0.64700
H 2.51270 2.07747 0.77651
H 1.41731 4.67732 -0.00856
H -0.33355 2.50372 1.76034
H -1.02893 3.49537 -2.19778
H -2.10595 2.35804 -2.98143
H -2.40957 4.80685 -0.65686
H -4.27830 4.92649 1.04534
H -5.62179 2.30063 2.83024
H -6.73410 2.31119 1.45026
H -6.25610 3.86441 2.11792
H -5.02797 0.71155 0.49224
H -3.23915 0.62477 -1.16749
H -1.52544 0.44132 -4.65160
H -0.67241 -2.20998 -3.33604
H -0.28644 -4.25889 -3.61185
H 0.51073 -5.14293 -2.25101
H 1.52562 -4.55692 -3.58059
H 2.64054 -4.95051 -1.80193
H 2.64204 -6.02410 0.13574
H 3.01964 -4.62375 1.12917
H 0.60096 -5.93103 1.07298
H 0.64521 -4.22965 1.47066
H 0.20111 -4.79482 -0.20535

***

50
Properties=species:S:1:pos:R:3 method="wB97M-V/def2-TZVPD" gap_ev="6.689 / 4.797" de_lowest_kcal_mol=0.0 e_homo_ha="-0.567 / -0.566" charge=+2 fmax_ha_per_bohr=0.105 multiplicity=5
C -0.09531 0.18678 -3.64317
C -0.19995 0.30975 -2.18354
H -0.07636 1.18692 -4.09088
H -0.93413 -0.37416 -4.06931
H 0.80916 -0.35046 -3.94202
O -0.34470 1.32859 -1.52845
I -0.13526 -2.28296 1.39023
Co -0.09917 -1.39583 -0.92409
P 2.12278 -0.96408 -0.73768
C 2.82789 0.10211 0.56631
C 2.97076 -2.56033 -0.43136
H 4.03300 -2.43425 -0.68497
H 4.05144 -0.38111 -2.07957
H 2.52040 -3.33656 -1.06247
H 2.68789 -0.93259 -3.10323
H 2.40144 -0.14941 1.54510
H 2.86644 -2.83438 0.62600
C 2.96306 -0.32899 -2.22945
H 3.92183 -0.02814 0.58851
H 2.66420 0.71582 -2.38940
H 2.58934 1.14761 0.33269
P -2.34915 -0.93652 -0.74365
C -3.03889 0.21448 0.49796
C -3.20049 -0.31603 -2.23390
H -2.75112 -3.30206 -1.01841
H -4.26255 -2.40073 -0.63849
H -3.07583 -2.77292 0.66434
C -3.19777 -2.51793 -0.39533
H -2.92488 -0.92802 -3.10028
H -4.28597 -0.36567 -2.06917
H -4.12385 0.30400 0.33972
H -2.56910 1.19757 0.36948
H -2.89678 0.72556 -2.40305
H -2.84512 -0.15463 1.50989
Cl -0.14491 -2.79625 -2.54707
C 0.75276 3.46785 2.36571
C 0.08037 2.57897 1.33824
O 0.13999 1.18516 1.62092
C -0.41664 0.82582 2.89906
C 0.64865 0.33744 3.85807
H 0.14361 3.56501 3.26960
H 0.85001 4.46272 1.92829
H 1.75132 3.10973 2.63185
H -0.97936 2.84612 1.23111
H 0.55707 2.67479 0.35599
H -1.12051 0.02354 2.65326
H -0.97159 1.66665 3.34777
H 1.38590 1.13498 4.03306
H 0.17002 0.11997 4.82263
H 1.13012 -0.57387 3.46319

***

17
Properties=species:S:1:pos:R:3 method="wB97M-V/def2-TZVPD" gap_ev="7.336 / 7.451" de_lowest_kcal_mol=111.9 e_homo_ha="-0.264 / -0.278" fmax_ha_per_bohr=0.102
C -0.34125 0.73177 2.10987
C -0.17964 1.17772 -0.47413
C 0.29282 -0.23873 2.81823
C -0.24188 0.95224 0.75849
C -0.29195 0.03825 -1.56129
C -0.01983 -1.34845 -0.98164
C 1.66695 -0.73873 0.52913
O 1.30677 -1.55643 -0.52771
S 1.42312 -1.42057 2.09223
H -1.08082 1.31689 2.80649
H -0.03760 2.07387 -0.88208
H 0.28607 -0.49934 3.94965
H -1.20940 0.13225 -1.94618
H 0.48339 0.33208 -2.31210
H -0.81265 -1.38090 -0.25529
H -0.14398 -2.24600 -1.59159
H 2.24058 0.09415 0.46466